--- 1 ---
This record from the OMol25 dataset describes a 2-piece molecular cluster, ClH2NO2Si overall. The level of theory is ωB97M-V/def2-TZVPD.

Each line ends with the natural charge from an NBO analysis.
Positions of all 7 atoms, in Å:
Cl: -5.0036 0.8595 0.1149  0.006
Si: -0.1611 0.6677 0.4463  1.648
O: 1.2133 0.7159 -0.1291  -1.125
O: -4.5295 -0.8136 -1.6808  -0.185
N: -4.7338 -0.7198 -0.5520  0.180
H: -0.5781 0.5022 1.7892  -0.254
H: -1.3042 0.6876 -0.3595  -0.270

## Properties
* orbital gap: 9.7 eV



--- 2 ---
This record from the OMol25 dataset describes a 2-piece molecular cluster, ClH2NO2Si overall. The level of theory is ωB97M-V/def2-TZVPD.

Each line ends with the natural charge from an NBO analysis.
Positions of all 7 atoms, in Å:
Cl: -0.8566 -1.8312 -1.3829  0.047
Si: 0.1614 1.5365 0.0879  1.650
O: 0.6522 0.1301 -0.1111  -1.143
O: -0.4218 -2.4115 1.0243  -0.238
N: 0.1136 -2.2698 -0.0405  0.183
H: -0.1126 2.6676 -0.8355  -0.234
H: 0.4638 2.1782 1.2579  -0.266

## Properties
* orbital gap: 8.9 eV



1 comes first in stability; the runner-up is 39.6 kJ/mol higher.



--- 1 ---
This record from the OMol25 dataset describes a 2-piece molecular cluster, C8H10O3 overall. The level of theory is ωB97M-V/def2-TZVPD.

Each line ends with the natural charge from an NBO analysis.
Positions of all 21 atoms, in Å:
O: 2.3149 -1.9730 -0.4476  -0.492
O: 2.2716 1.8098 -1.1284  -0.725
O: -1.5255 -0.2210 -1.1241  -0.422
C: 1.2249 0.9726 1.2574  -0.659
C: -2.9027 -0.8150 0.5034  -0.318
C: 1.3181 -1.6855 0.1293  0.444
C: -0.9017 0.1327 0.1157  0.236
C: 0.4967 0.4649 0.0488  -0.070
C: 1.2233 0.8228 -1.2191  -0.109
C: -2.7354 -0.7418 -0.8413  0.097
C: -1.7987 -0.2988 1.1432  -0.316
H: 0.4487 1.1056 -2.0081  0.181
H: 1.7105 -0.1196 -1.5879  0.192
H: 1.4029 0.1331 1.9815  0.209
H: 2.2712 1.3933 0.9634  0.262
H: 0.6749 1.7781 1.7146  0.219
H: -3.8446 -1.1344 1.0270  0.230
H: -3.2777 -1.1734 -1.6770  0.207
H: 0.6797 -2.1621 0.8945  0.133
H: -1.8113 -0.0443 2.1518  0.230
H: 2.7602 1.7557 -1.8969  0.472

## Properties
* orbital gap (alpha / beta): 7.5 / 7.5 eV



--- 2 ---
This record from the OMol25 dataset describes one molecule with the formula C8H10O3. The level of theory is ωB97M-V/def2-TZVPD.

Each line ends with the natural charge from an NBO analysis.
Positions of all 21 atoms, in Å:
O: -0.8712 -0.1009 1.2280  -0.663
O: -3.1915 -0.9541 0.5594  -0.563
O: 1.3699 -1.5564 0.3766  -0.479
C: 1.1613 -0.2749 0.1692  0.285
C: -1.4365 0.5513 0.1992  0.128
C: 0.2003 2.4293 -0.0204  -0.332
C: 1.4221 2.0555 0.5223  -0.105
C: 1.8440 0.7078 0.8391  -0.391
C: -2.6666 -0.1516 -0.2184  0.350
C: -0.9508 1.6745 -0.3189  -0.232
C: 0.5163 -2.4905 -0.2306  -0.242
H: -0.4670 -2.3188 -0.0624  0.173
H: 0.3440 0.0725 -0.5155  0.180
H: 0.1514 3.5318 -0.2972  0.219
H: -1.5763 -0.8276 1.3657  0.503
H: 0.8920 -3.4599 0.0157  0.203
H: 2.6547 0.3890 1.3401  0.216
H: 2.1293 2.8380 0.9301  0.215
H: 0.5019 -2.4431 -1.2783  0.173
H: -3.2287 0.3121 -1.0018  0.141
H: -1.5685 2.0780 -1.0863  0.220

## Properties
* orbital gap (alpha / beta): 7.0 / 7.0 eV



2 comes first in stability; the runner-up is 43.8 kJ/mol higher.